1.
Below is a 8-piece molecular cluster, C8H32N16O8 overall, with properties calculated with the ωB97M-V functional and the def2-TZVPD basis.

## Properties
E_LUMO   -0.46 eV
Energy above the lowest of the compared OMol25 structures with the same formula, charge and spin   9.3441 eV

Element x y z (Å)
N (18.34, 12.60, 20.74)
C (19.05, 12.18, 19.68)
N (20.29, 12.53, 19.69)
O (18.63, 11.37, 18.96)
H (17.43, 12.17, 20.83)
H (18.67, 13.39, 21.27)
H (20.65, 12.86, 20.57)
H (20.97, 12.47, 18.94)
N (28.82, 15.13, 13.23)
C (29.35, 14.61, 14.29)
N (30.60, 14.69, 14.09)
O (28.78, 14.06, 15.26)
H (29.40, 15.03, 12.41)
H (27.82, 15.09, 13.08)
H (31.15, 14.65, 14.93)
H (31.02, 15.05, 13.24)
N (23.74, 23.42, 17.22)
C (23.50, 22.15, 17.53)
N (23.23, 21.45, 16.53)
O (23.31, 21.86, 18.67)
H (23.72, 24.13, 17.94)
H (23.90, 23.87, 16.33)
H (22.47, 20.80, 16.65)
H (23.19, 21.86, 15.61)
N (21.63, 18.81, 22.75)
C (21.32, 19.76, 23.50)
N (21.16, 20.72, 22.60)
O (21.22, 19.81, 24.67)
H (21.47, 18.92, 21.76)
H (21.58, 17.84, 23.04)
H (20.97, 21.63, 22.98)
H (21.42, 20.80, 21.63)
N (25.82, 15.21, 24.08)
C (26.28, 15.85, 25.10)
N (25.61, 15.62, 26.19)
O (27.25, 16.57, 25.00)
H (25.41, 14.32, 24.33)
H (25.80, 15.66, 23.18)
H (24.81, 15.02, 26.07)
H (25.93, 15.98, 27.08)
N (23.09, 16.46, 17.99)
C (24.36, 16.10, 18.00)
N (24.98, 16.97, 17.26)
O (24.74, 15.06, 18.62)
H (22.61, 15.76, 18.54)
H (22.70, 16.80, 17.12)
H (25.71, 16.60, 16.67)
H (24.60, 17.86, 16.97)
N (19.70, 15.14, 14.33)
C (19.26, 16.36, 14.17)
N (20.30, 17.14, 13.91)
O (18.14, 16.87, 14.32)
H (19.09, 14.35, 14.46)
H (20.65, 14.84, 14.17)
H (21.08, 16.73, 13.42)
H (20.23, 18.10, 13.60)
N (27.83, 19.99, 20.54)
C (28.15, 20.94, 21.39)
N (27.34, 21.97, 21.25)
O (29.03, 20.87, 22.27)
H (27.20, 20.06, 19.75)
H (28.47, 19.21, 20.43)
H (26.62, 21.65, 20.61)
H (27.23, 22.39, 22.16)

2.
Below is one molecule with the formula C2H5N3O2S2, with properties calculated with the ωB97M-V functional and the def2-TZVPD basis.

## Properties
E_LUMO (spin up / spin down)   -1.13 / -1.13 eV
Energy above the lowest of the compared OMol25 structures with the same formula, charge and spin   2.8477 eV

Element x y z (Å)
C (0.49, 0.76, 0.99)
C (1.98, 0.97, 1.05)
N (2.45, -1.55, 0.02)
N (-0.04, -0.24, 0.31)
N (-2.28, -1.00, -0.86)
O (-1.88, -1.14, 1.65)
O (-2.36, 1.06, 0.58)
S (3.04, -0.31, 0.57)
S (-1.77, -0.24, 0.52)
H (-0.16, 1.37, 1.61)
H (2.41, 1.96, 1.31)
H (1.40, -1.57, 0.05)
H (-3.11, -0.51, -1.23)
H (-1.53, -1.34, -1.38)

3.
Below is C16H18N3O10PTi as an isolated structure, with properties calculated with the ωB97M-V functional and the def2-TZVPD basis.

## Properties
⟨S²⟩   2.031
2S+1   3
E_LUMO (spin up / spin down)   -0.68 / -0.44 eV
Energy above the lowest of the compared OMol25 structures with the same formula, charge and spin   0.0411 eV

Element x y z (Å)
Ti (-0.04, 0.36, 0.31)
O (-3.06, 5.42, 0.28)
C (-2.31, 4.48, 0.24)
C (-2.09, 3.55, -0.95)
O (-2.71, 3.56, -1.99)
C (-1.08, 2.60, -0.52)
C (-0.70, 2.83, 0.81)
O (0.12, 2.02, 1.44)
C (-1.35, 4.03, 1.34)
O (-1.23, 4.52, 2.43)
O (-0.60, 1.58, -1.19)
C (4.00, -0.13, 1.53)
O (3.59, -0.36, 0.17)
P (2.50, 0.62, -0.48)
O (2.75, 0.34, -2.04)
C (1.80, -0.41, -2.81)
O (3.23, 2.02, -0.26)
C (2.51, 3.24, -0.57)
H (4.66, -0.95, 1.79)
H (3.14, -0.11, 2.20)
H (4.54, 0.82, 1.60)
H (1.97, -0.16, -3.85)
H (0.78, -0.14, -2.54)
H (1.97, -1.48, -2.67)
H (3.26, 3.98, -0.81)
H (1.94, 3.54, 0.30)
H (1.84, 3.10, -1.42)
N (-5.05, -1.50, -0.62)
C (-4.43, -0.63, 0.38)
C (-2.95, -0.49, 0.09)
O (-2.17, 0.04, 0.86)
O (-2.55, -0.98, -1.06)
H (-5.22, -2.44, -0.27)
H (-3.38, -1.36, -1.47)
H (-5.92, -1.13, -0.97)
H (-4.55, -0.96, 1.41)
H (-4.85, 0.37, 0.32)
N (0.93, -5.63, -1.89)
C (0.93, -4.84, -1.05)
C (0.94, -3.86, 0.00)
C (1.43, -4.16, 1.28)
C (1.36, -3.16, 2.24)
C (0.85, -1.93, 1.90)
N (0.40, -1.61, 0.65)
C (0.44, -2.61, -0.28)
H (1.82, -5.14, 1.50)
H (1.69, -3.33, 3.25)
H (0.77, -1.14, 2.65)
H (0.05, -2.38, -1.26)